1.
Molecular formula: C34H49N5O9
Method: DFT, ωB97M-V with the def2-TZVPD basis set

Structure (XYZ):
```
97
C34H49N5O9 | the Open Molecules 2025 dataset | ωB97M-V with the def2-TZVPD basis set
H -2.26453 4.21195 1.33739
O 6.14491 1.18296 1.40892
C -3.15717 4.20847 0.70782
O 3.87935 -1.41511 -3.39331
C 2.37180 2.28025 -5.28879
C 0.97061 -2.55264 -0.06730
O 4.25558 0.65714 2.44594
H 2.32967 0.63144 -0.34431
H -4.49323 3.13129 1.91646
C -2.04588 2.42909 -4.27917
H 1.79410 2.33227 -6.16692
N -1.39688 -7.06248 3.35417
H -3.55354 -7.26044 0.20798
H -1.84601 -0.86959 0.13379
H -3.97630 -2.15933 1.26227
H -3.46250 -0.56877 2.61105
C -4.84323 4.78632 -0.72908
C -2.15453 -6.05421 2.96533
H -5.86446 -2.32500 -0.77798
H -6.24082 3.37293 0.31381
H 2.89631 -3.51635 -0.07310
H -5.16110 1.97914 -3.65132
H 2.89401 -1.80062 0.27419
C 5.92240 -0.81911 -1.63376
H -3.57375 -5.22488 1.55264
H 0.63404 0.90292 -0.02054
H 6.67529 -1.26015 -1.03178
C 5.04917 1.48778 1.86070
C -3.94241 -1.70295 0.26850
H -1.22866 2.69418 -2.18324
H 5.93593 0.27175 -1.48468
C 5.22580 3.82816 1.12251
H -2.45569 1.31413 1.10067
H -2.57792 -0.17500 -2.17219
C -1.99653 -0.23146 4.08169
C 3.70114 -1.64422 -2.21594
C -4.41446 -1.15827 -1.89253
O 4.56727 2.76973 1.86004
H 5.19635 -1.02629 1.73021
H 1.84228 1.54346 1.14999
H 2.81660 1.24120 -5.19877
H 5.68355 -0.33488 3.31961
C -2.84303 -1.06014 -0.25767
O 1.17962 2.73825 -2.03332
H -3.68823 1.99011 -1.64579
H -5.43558 5.26183 -1.47491
C 1.59741 1.38995 0.06270
H -3.68522 2.24261 -5.80553
H 0.46545 2.06580 3.67472
H -0.66535 -8.97686 2.96253
H 3.21103 3.01227 -5.35779
H 0.79067 -2.65425 1.04463
C -0.91721 0.54855 4.44440
H 5.28712 3.51212 0.09597
C -0.38730 1.47180 3.52622
C -5.32148 3.87180 0.18998
H 0.45115 -3.24266 -0.65519
H -2.52450 -0.91359 4.74865
C -4.12104 2.10755 -3.64043
C -2.57396 -0.03546 2.85300
C 2.12992 2.54200 -2.93452
C 4.84020 -0.62837 2.69766
O 3.27042 2.41224 -2.64787
C -2.03470 0.97215 2.05980
H -1.09487 2.70399 -4.80384
C -2.90844 -6.03540 1.79518
H -4.93252 -0.78332 -2.81281
H -2.28223 -5.25051 3.68321
N -3.17502 -0.74342 -1.53729
N -4.28864 3.51908 1.02689
H -0.39980 0.34393 5.39921
C -2.81224 -7.20553 1.05448
C -2.04267 -8.30523 1.41835
H 2.97129 -1.72491 2.74110
H 4.46864 -2.48120 3.57661
C -1.36207 -8.17362 2.61764
C -2.04377 2.46572 -2.90691
C -3.37263 2.22827 -4.77667
C 3.86695 -1.58347 3.38271
H 3.53802 -1.20333 4.30206
N -3.32559 2.26489 -2.51726
O 4.62683 -1.36212 -1.22580
H -2.67536 5.58015 -0.98835
C 2.42897 -2.54406 -0.31429
H 2.58395 3.23907 -0.62817
H 6.29994 3.84324 1.49582
O 1.54448 2.57037 -4.15237
H -1.91011 -9.14797 0.78494
H 0.89516 3.34402 -0.12066
O 2.55467 -2.15170 -1.68396
C 1.61676 2.77708 -0.63105
H 4.74194 4.70749 1.46553
H 0.56692 -1.58571 -0.41076
H 6.07156 -0.87268 -2.71160
C -4.92056 -1.81498 -0.74688
N -0.96493 1.70832 2.34395
C -3.42660 4.95106 -0.40716
```

Kohn-Sham gap ... 8.48 eV
Total charge ... 0

=====

2.
Molecular formula: C5H14N2
Method: DFT, ωB97M-V with the def2-TZVPD basis set

Structure (XYZ):
```
21
C5H14N2 | the Open Molecules 2025 dataset | ωB97M-V with the def2-TZVPD basis set
H -1.35737 0.45914 -2.23321
H -2.77287 0.54194 -1.42918
H 1.22482 3.05118 1.61367
H -0.46008 0.69312 1.47239
H 1.52069 -1.92800 0.87169
H -0.19243 -2.21946 1.24178
N -1.76308 0.50118 -1.30110
H -0.09529 2.64291 0.46361
H -1.84657 -1.58840 -1.08609
H -1.87044 -0.65600 0.41724
C 0.14555 -0.90646 -0.43265
C 0.77139 2.26089 1.01101
H 1.19144 0.59171 2.11443
H 0.82902 0.44456 -1.94074
H 0.55820 -3.00385 -0.15466
C 1.04607 -0.39767 -1.29297
H 2.06608 -0.76837 -1.32964
C 0.52871 -2.08077 0.43042
N 0.37348 1.14434 1.85815
H 1.52100 1.93433 0.28556
C -1.41832 -0.71634 -0.57972
```

Kohn-Sham gap ... 9.38 eV
Total charge ... 0
Energy above the lowest of the compared OMol25 structures with the same formula, charge and spin ... 162.0 kJ/mol

=====

3.
Molecular formula: C6H13N2S
Method: DFT, ωB97M-V with the def2-TZVPD basis set

Structure (XYZ):
```
22
C6H13N2S | the Open Molecules 2025 dataset | ωB97M-V with the def2-TZVPD basis set
H 3.26279 -1.12438 0.33796
C 2.20281 0.63684 -0.09472
H 2.60848 -0.98530 -1.31165
H -0.94249 1.72012 -1.50875
C -1.19536 1.60267 -0.45989
C -0.41124 0.47824 0.13385
S 0.99366 -1.81899 0.26736
H -0.12902 -0.56469 1.84028
H -2.27542 1.42823 -0.39604
H 2.43016 2.63890 -0.02407
H -0.37803 1.09158 2.14162
H -1.68298 0.12912 1.78537
H -1.91077 -1.95041 0.55425
N -0.68167 0.28426 1.59070
H -2.46801 -1.14393 -0.92665
H -0.97971 2.54119 0.04851
C 2.41355 -0.77514 -0.25446
C -1.64727 -1.69375 -0.47044
H -1.51247 -2.62037 -1.02143
H -0.09287 -0.71725 -1.59581
N 2.77000 1.69322 -0.08524
C -0.37415 -0.85017 -0.55075
```

Kohn-Sham gap (spin up / spin down) ... 7.68 / 7.57 eV
Total charge ... +1
Energy above the lowest of the compared OMol25 structures with the same formula, charge and spin ... 342.0 kJ/mol

=====

Respective maximum force values: 3.99, 2.10, 2.72 eV Å⁻¹.